Density functional theory data (ωB97M-V with the def2-TZVPD basis set) for a molecular structure, C21H35GeN3O4Se4SiTe2W in a non-equilibrium geometry.

Atoms and positions in Å:
W (0.149, -0.020, -0.251)
O (-0.542, -2.944, 5.085)
C (-0.780, -1.673, 5.389)
O (-1.420, -1.353, 6.350)
C (-0.235, -0.632, 4.465)
C (-0.103, 0.728, 4.749)
N (0.326, 1.344, 3.646)
N (0.459, 0.486, 2.636)
C (0.146, -0.729, 3.110)
C (0.209, -1.840, 2.146)
O (0.084, -3.013, 2.420)
O (0.367, -1.404, 0.886)
H (-0.124, -3.099, 4.215)
H (-0.303, 1.249, 5.665)
H (0.532, 2.342, 3.474)
Se (2.412, 0.461, -0.301)
Te (0.167, 2.421, 0.244)
Te (0.377, 4.991, 0.837)
Se (-1.794, 0.937, 0.426)
C (1.156, 3.083, -4.696)
Si (-0.469, 3.444, -3.801)
C (-0.309, 4.585, -2.318)
C (-2.218, 3.043, -4.429)
Se (-0.316, 0.762, -2.391)
H (1.336, 3.742, -5.540)
H (1.190, 2.054, -5.051)
H (1.961, 3.224, -3.969)
H (-0.415, 5.655, -2.496)
H (0.705, 4.446, -1.877)
H (-1.050, 4.341, -1.521)
H (-2.389, 3.322, -5.466)
H (-2.957, 3.553, -3.806)
H (-2.380, 1.971, -4.333)
C (2.924, -5.606, -3.973)
C (2.845, -4.231, -3.320)
C (1.865, -3.306, -4.032)
C (1.673, -1.980, -3.330)
Ge (0.320, -2.150, -1.803)
C (0.222, -3.940, -0.878)
C (-0.422, -4.981, -1.757)
C (-0.678, -6.283, -0.996)
C (0.609, -6.877, -0.436)
H (3.639, -6.237, -3.449)
H (3.236, -5.518, -5.013)
H (1.953, -6.101, -3.950)
H (3.835, -3.770, -3.328)
H (2.554, -4.355, -2.272)
H (0.898, -3.806, -4.163)
H (2.246, -3.099, -5.039)
H (1.301, -1.229, -4.037)
H (2.624, -1.613, -2.926)
H (-1.050, -2.281, -2.670)
H (-0.324, -3.892, 0.074)
H (1.246, -4.210, -0.620)
H (0.224, -5.183, -2.611)
H (-1.368, -4.603, -2.170)
H (-1.142, -6.997, -1.682)
H (-1.385, -6.104, -0.179)
H (1.378, -6.907, -1.206)
H (0.438, -7.893, -0.091)
H (0.986, -6.300, 0.408)
Se (-2.310, -1.194, 0.022)
C (-3.694, -2.135, -0.938)
C (-4.231, -1.720, -2.138)
C (-5.055, -2.635, -2.775)
N (-5.339, -3.821, -2.276)
C (-4.838, -4.172, -1.113)
C (-3.978, -3.363, -0.388)
H (-4.032, -0.743, -2.565)
H (-5.503, -2.394, -3.728)
H (-5.123, -5.140, -0.724)
H (-3.576, -3.688, 0.564)

Summary:
Gap between HOMO and LUMO (alpha / beta)   4.997 / 5.003 eV
LUMO energy (alpha / beta)   -1.97 / -2.38 eV
Relative energy (zero: lowest compared OMol25 entry of this formula, charge and spin)   143.3 kcal/mol
2S+1   3